{
  "formula": "H3O2SSi",
  "method": "ωB97M-V/def2-TZVPD",
  "total_charge": -1,
  "spin_multiplicity": 1,
  "relative_energy_kcal_mol": 0.1,
  "homo_lumo_gap_ev": 7.75,
  "e_homo_ev": -3.97,
  "largest_force_ev_per_a": 2.09,
  "e_lumo_ev": 3.782,
  "total_energy_ha": -839.98487,
  "symbols": ["O", "O", "Si", "S", "H", "H", "H"],
  "xyz": [[0.51, 1.97, -1.29], [-0.17, -1.92, 1.37], [0.16, 0.51, -0.86], [0.61, -0.62, 1.20], [-0.37, 0.30, 1.71], [-1.26, 0.48, -0.46], [0.52, -0.73, -1.66]],
  "lowdin_charge": [-0.58, -0.80, 0.15, 0.48, -0.08, -0.09, -0.09]
}